[1]
C9H22BrHfO6S | ωB97M-V/def2-TZVPD

Results
- ΔE to the lowest compared entry with this formula, charge and spin (kcal/mol) = 61.46

Geometry as ORCA input:
```
! wB97M-V def2-TZVPD RIJCOSX def2/J DEFGRID3
* xyz 3 1
Hf -1.184 2.924 0.661
Br -1.001 0.326 -0.437
O 0.835 -4.046 2.355
S -0.120 -4.428 1.285
O 0.319 -4.792 -0.057
O -1.179 -5.585 1.782
C -1.737 -5.333 3.074
C -1.037 -6.257 4.063
C -1.203 -2.920 1.146
H -2.819 -5.447 3.011
H -1.747 -4.265 3.292
H -1.337 -5.732 4.970
H 0.046 -6.185 3.963
H -1.458 -7.261 4.016
H -0.449 -2.163 0.927
H -1.550 -2.643 2.141
H -2.074 -2.835 0.497
C -1.791 2.380 -4.583
O -0.655 2.106 -3.797
C 0.386 3.037 -3.836
C 0.371 3.960 -2.530
O 0.416 3.108 -1.356
C 1.822 2.869 -1.108
C 1.894 2.037 0.177
O 1.168 2.623 1.229
C 2.034 3.124 2.273
H -2.080 3.419 -4.745
H -2.564 1.792 -4.089
H -1.623 2.059 -5.611
H 0.332 3.618 -4.757
H 1.356 2.547 -3.754
H -0.506 4.579 -2.719
H 1.096 4.771 -2.452
H 2.180 3.896 -1.043
H 2.416 2.462 -1.926
H 2.937 1.768 0.349
H 1.588 1.014 -0.041
H 2.791 3.768 1.826
H 2.561 2.234 2.614
H 1.565 3.474 3.193
*
```

Atom charges from the Löwdin analysis, given in e for atoms 1 to 2: 1.977, 0.346



[2]
C9H22IN2O | ωB97M-V/def2-TZVPD

Geometry as ORCA input:
```
! wB97M-V def2-TZVPD RIJCOSX def2/J DEFGRID3
* xyz 1 1
C 2.558 -2.911 0.313
C 3.940 -2.406 -0.229
N 3.888 -1.147 -0.988
N 4.038 0.007 -0.190
C 2.814 0.489 0.527
I 3.480 2.190 1.747
C 1.686 0.972 -0.404
C 0.375 1.300 0.404
H 1.718 -2.559 -0.312
H 2.391 -2.527 1.333
H 2.548 -4.009 0.323
H 4.718 -2.394 0.555
H 4.279 -3.175 -0.944
H 3.087 -1.088 -1.601
H 4.388 0.804 -0.737
H 4.761 -0.195 0.509
H 2.408 -0.228 1.249
H 1.402 0.159 -1.100
H 1.933 1.874 -0.986
H 0.316 2.362 0.675
H 0.374 0.637 1.285
H -0.501 1.061 -0.215
C -4.769 1.801 0.059
C -5.010 0.664 -0.918
C -3.736 -0.149 -0.774
O -3.285 0.027 0.576
C -4.027 1.097 1.181
H -5.681 2.291 0.397
H -4.126 2.557 -0.400
H -5.870 0.073 -0.595
H -5.190 0.994 -1.941
H -2.951 0.220 -1.446
H -3.890 -1.211 -0.971
H -4.723 0.659 1.904
H -3.343 1.758 1.715
*
```

Atom charges from the Löwdin analysis, given in e for atoms 1 to 2: -0.071, -0.211



[3]
C9H23AlBCl2O3 | ωB97M-V/def2-TZVPD

Geometry as ORCA input:
```
! wB97M-V def2-TZVPD RIJCOSX def2/J DEFGRID3
* xyz -1 1
C 6.270 -0.800 0.729
C 5.192 -0.472 1.804
O 3.854 -0.574 1.325
B 3.439 0.527 0.525
O 4.275 1.703 0.397
Al 1.574 0.351 -0.479
C 0.097 1.264 0.632
C -1.106 0.285 0.720
C -2.474 0.941 1.062
C -3.646 -0.031 0.720
C -4.955 0.299 1.531
O -6.052 0.484 0.637
C -6.772 -0.705 0.416
H 7.204 -0.311 1.062
H 6.378 -1.891 0.648
H 6.041 -0.385 -0.261
H 5.299 -1.249 2.588
H 5.400 0.483 2.315
H 4.470 1.759 -0.533
H 1.679 0.891 -1.976
H 1.166 -1.218 -0.584
H 0.525 1.442 1.640
H -0.143 2.229 0.151
H -1.228 -0.210 -0.263
H -0.896 -0.519 1.446
H -2.616 1.917 0.568
H -2.559 1.133 2.151
H -3.365 -1.061 0.996
H -3.938 0.020 -0.339
H -5.168 -0.491 2.279
H -4.839 1.228 2.117
H -6.686 -1.443 1.231
H -7.841 -0.431 0.343
H -6.500 -1.213 -0.528
C 1.618 -0.810 -5.156
Cl 2.817 -0.730 -3.864
Cl -0.029 -0.631 -4.536
H 1.812 -0.011 -5.864
H 1.700 -1.772 -5.651
*
```

Atom charges from the Löwdin analysis, given in e for atoms 1 to 2: -0.079, -0.286



Frontier orbital gap values (in eV) by entry order: 1.778; 7.984; 6.733.